Entry 1:
C4H4BrClN2 | ωB97M-V/def2-TZVPD

## Properties
- charge = 0
- relative energy (zero: lowest compared OMol25 entry of this formula, charge and spin) (kcal/mol) = 74.2
- 2S+1 = 1
- gap between HOMO and LUMO (alpha / beta) (Eh) = 0.306 / 0.306
- lowest unoccupied orbital energy (alpha / beta) (Ha) = 0.00147 / 0.00149
- strongest force on any atom (eV Å⁻¹) = 6.7

Each line ends with the Mulliken charge.
Element x y z (Å)
C: 1.358 -0.056 0.112  0.074
C: -1.232 -0.243 -1.072  0.242
C: -0.448 1.382 0.579  -0.435
C: 0.569 -1.231 -0.132  -0.062
N: 0.938 1.136 0.344  -0.536
N: -1.369 0.769 -0.345  -0.372
Cl: 1.211 -2.486 -1.165  -0.162
Br: -0.438 -1.854 1.429  -0.069
H: 2.394 -0.299 -0.156  0.333
H: -1.661 -0.849 -1.825  0.359
H: -0.715 1.297 1.661  0.272
H: -0.608 2.434 0.571  0.357

Atomic forces in eV per Å
C 0.27 0.17 -1.05
C 3.34 2.61 5.18
C 0.78 0.01 1.12
C -3.74 0.20 -0.79
N 0.57 -0.89 0.71
N -1.22 -2.78 -3.17
Cl 0.13 0.22 0.54
Br 0.49 -0.13 -0.42
H 0.20 1.02 0.15
H -0.64 -0.22 -0.56
H -0.07 -1.27 -0.71
H -0.10 1.08 -1.02



Entry 2:
C4H4BrClN2 | ωB97M-V/def2-TZVPD

## Properties
- charge = 0
- relative energy (zero: lowest compared OMol25 entry of this formula, charge and spin) (kcal/mol) = 8.5
- 2S+1 = 3
- gap between HOMO and LUMO (alpha / beta) (Eh) = 0.247 / 0.277
- lowest unoccupied orbital energy (alpha / beta) (Ha) = 0.02092 / -0.08973
- strongest force on any atom (eV Å⁻¹) = 7.0

Each line ends with the Mulliken charge.
Element x y z (Å)
C: -0.220 0.230 -1.153  0.075
C: 0.975 -1.641 1.982  0.068
C: -1.792 1.503 -0.032  -0.464
C: 1.039 -0.205 -0.990  -0.029
N: -0.565 1.257 -0.396  -0.295
N: 0.844 -2.084 0.922  -0.340
Cl: 1.754 -1.552 -1.885  -0.125
Br: 2.345 0.665 0.040  -0.039
H: -0.984 -0.384 -1.655  0.345
H: 1.183 -1.115 2.859  0.290
H: -2.671 0.763 -0.133  0.253
H: -1.910 2.564 0.442  0.260

Atomic forces in eV per Å
C -4.72 2.80 1.20
C -0.13 -0.75 -2.24
C -3.59 2.27 1.45
C 6.37 -2.80 -0.49
N 2.19 -2.48 -1.70
N -0.22 0.03 1.78
Cl -1.00 1.20 0.24
Br -0.50 0.16 -0.32
H 0.40 0.22 -0.16
H 0.07 0.33 0.96
H 1.54 1.16 0.40
H -0.41 -2.15 -1.12



Entry 3:
C4H4BrF3N2O | ωB97M-V/def2-TZVPD

## Properties
- charge = 0
- 2S+1 = 1
- gap between HOMO and LUMO (alpha / beta) (Eh) = 0.222 / 0.222
- lowest unoccupied orbital energy (alpha / beta) (Ha) = -0.05726 / -0.05714
- strongest force on any atom (eV Å⁻¹) = 3.7

Each line ends with the Mulliken charge.
Element x y z (Å)
C: 0.654 1.580 0.065  0.529
C: 1.134 0.777 1.051  -0.703
C: -0.296 -1.174 -0.457  -0.623
C: -1.171 -0.851 0.764  1.166
N: 0.679 0.894 -1.236  -0.180
N: -0.033 -0.350 -1.447  -0.028
O: -0.029 2.588 0.163  -0.679
F: -2.231 -1.694 0.818  -0.284
F: -0.539 -0.959 1.886  -0.199
F: -1.749 0.365 0.778  -0.233
Br: 2.147 -0.784 0.657  -0.046
H: 1.090 1.104 2.147  0.421
H: -0.557 -2.207 -0.938  0.257
H: 0.568 1.592 -1.971  0.313
H: 0.334 -0.882 -2.280  0.289

Atomic forces in eV per Å
C -1.61 -1.41 -0.11
C 1.62 0.62 2.62
C -1.98 -2.33 -2.08
C -1.18 1.26 0.31
N -0.15 -0.95 -0.99
N 2.27 1.31 0.03
O 0.32 1.21 -0.29
F 0.58 -0.56 -0.65
F 0.60 -0.99 1.55
F 0.45 -0.14 -0.90
Br -0.60 0.40 0.25
H 0.24 -0.77 -1.94
H 0.61 1.75 1.45
H -0.63 -0.62 -0.16
H -0.53 1.22 0.92



Entry 4:
C4H4BrIS | ωB97M-V/def2-TZVPD

## Properties
- charge = 0
- relative energy (zero: lowest compared OMol25 entry of this formula, charge and spin) (kcal/mol) = 108.7
- 2S+1 = 1
- gap between HOMO and LUMO (alpha / beta) (Eh) = 0.281 / 0.264
- lowest unoccupied orbital energy (alpha / beta) (Ha) = -0.01718 / -0.02072
- strongest force on any atom (eV Å⁻¹) = 3.6

Each line ends with the Mulliken charge.
Element x y z (Å)
C: -0.060 1.440 1.272  -0.439
C: -2.598 0.525 -0.890  -0.211
C: 0.398 0.630 0.393  -0.018
C: 0.024 0.818 -1.134  -0.620
S: -1.263 -0.425 -1.449  -0.008
Br: -4.170 -0.532 -0.822  -0.154
I: -1.039 3.104 1.724  0.222
H: 1.115 -0.205 0.414  0.298
H: -2.681 1.616 -1.345  0.295
H: -0.504 1.756 -1.273  0.297
H: 0.771 0.461 -1.887  0.338

Atomic forces in eV per Å
C 0.43 -0.17 1.48
C -0.12 1.23 -1.47
C 0.80 -0.13 -3.50
C -0.39 -1.57 0.73
S -0.55 0.39 0.18
Br 0.03 0.51 0.10
I -0.27 0.19 -0.17
H -0.44 0.32 1.09
H -0.11 -2.32 1.17
H 0.70 0.36 -0.49
H -0.08 1.20 0.88



Entry 5:
C4H4BrN | ωB97M-V/def2-TZVPD

## Properties
- charge = 0
- relative energy (zero: lowest compared OMol25 entry of this formula, charge and spin) (kcal/mol) = 77.1
- 2S+1 = 1
- gap between HOMO and LUMO (Eh) = 0.320
- lowest unoccupied orbital energy (Ha) = -0.01007
- strongest force on any atom (eV Å⁻¹) = 3.4

Each line ends with the Mulliken charge.
Element x y z (Å)
C: 1.879 0.103 -0.833  -0.337
C: 0.629 0.494 -0.510  0.514
C: 1.056 1.858 -1.139  0.232
C: -0.621 0.128 0.243  -0.951
N: 2.238 1.484 -1.442  -0.465
Br: 0.306 3.754 -1.585  -0.194
H: 2.555 -0.714 -0.818  0.417
H: -0.679 -0.911 0.656  0.298
H: -1.715 0.075 -0.353  0.240
H: -0.716 0.900 1.022  0.247

Atomic forces in eV per Å
C -2.33 1.74 0.16
C -0.42 -1.02 0.20
C 1.30 1.11 -0.99
C -2.45 -0.96 -1.07
N -0.79 0.96 -0.09
Br 0.79 -2.55 0.72
H 0.22 -0.61 0.19
H 0.84 0.99 -0.02
H 3.13 0.81 0.95
H -0.29 -0.48 -0.03



Entry 6:
C4H4BrN3S | ωB97M-V/def2-TZVPD

## Properties
- charge = 0
- relative energy (zero: lowest compared OMol25 entry of this formula, charge and spin) (kcal/mol) = 0.0
- 2S+1 = 3
- gap between HOMO and LUMO (alpha / beta) (Eh) = 0.223 / 0.263
- lowest unoccupied orbital energy (alpha / beta) (Ha) = 0.01997 / -0.07765
- strongest force on any atom (eV Å⁻¹) = 5.0

Each line ends with the Mulliken charge.
Element x y z (Å)
C: -1.707 0.254 -1.257  -0.203
C: -0.239 0.958 0.052  0.600
C: 0.432 0.268 -0.959  0.288
C: 2.181 0.970 0.209  -0.253
N: -1.577 0.960 -0.149  -0.588
N: -0.506 -0.181 -1.792  -0.064
N: 1.773 0.191 -0.954  -0.679
S: 0.972 1.622 1.156  -0.178
Br: -0.114 -2.579 3.686  -0.207
H: -2.677 -0.073 -1.631  0.385
H: -1.504 -2.948 4.096  0.204
H: 3.281 1.217 0.260  0.411
H: -0.314 -0.659 -2.719  0.284

Atomic forces in eV per Å
C -0.83 -0.70 -0.72
C -0.89 0.76 0.72
C 5.00 -0.19 0.02
C 3.09 -1.02 -1.75
N 1.21 0.21 0.63
N -1.00 -1.35 -2.56
N -2.68 -0.16 -0.40
S -2.01 1.34 2.09
Br -1.57 -0.40 0.44
H 0.43 0.23 -0.11
H 1.57 0.42 -0.46
H -1.73 -0.03 0.18
H -0.60 0.90 1.91



Entry 7:
C4H4BrNO | ωB97M-V/def2-TZVPD

## Properties
- charge = 0
- relative energy (zero: lowest compared OMol25 entry of this formula, charge and spin) (kcal/mol) = 102.6
- 2S+1 = 1
- gap between HOMO and LUMO (alpha / beta) (Eh) = 0.247 / 0.245
- lowest unoccupied orbital energy (alpha / beta) (Ha) = -0.10039 / -0.10219
- strongest force on any atom (eV Å⁻¹) = 3.5

Each line ends with the Mulliken charge.
Element x y z (Å)
C: -0.297 -0.909 0.139  -0.349
C: 0.291 -2.079 0.110  -0.587
C: 0.645 0.170 0.233  0.456
C: 1.795 -0.586 0.214  0.002
N: 0.334 1.503 0.299  -0.563
O: 1.669 -1.878 0.134  -0.253
Br: 4.528 0.465 -0.068  -0.239
H: -1.260 -0.674 -0.005  0.488
H: 0.181 -3.095 -0.031  0.475
H: 0.240 1.937 -0.653  0.284
H: 0.952 2.140 0.854  0.287

Atomic forces in eV per Å
C 0.80 1.19 0.20
C 2.44 -0.41 -0.26
C 2.12 -1.45 0.15
C 1.57 1.62 -0.51
N 0.28 2.64 -0.87
O 0.80 0.64 0.50
Br -2.63 -0.99 0.36
H -3.49 0.42 -0.13
H -1.35 -1.67 -0.16
H 0.07 -0.67 1.34
H -0.60 -1.33 -0.62



Entry 8:
C4H4BrNO | ωB97M-V/def2-TZVPD

## Properties
- charge = 0
- relative energy (zero: lowest compared OMol25 entry of this formula, charge and spin) (kcal/mol) = 19.8
- 2S+1 = 1
- gap between HOMO and LUMO (Eh) = 0.363
- lowest unoccupied orbital energy (Ha) = 0.02708
- strongest force on any atom (eV Å⁻¹) = 3.2

Each line ends with the Mulliken charge.
Element x y z (Å)
C: 0.571 0.861 1.425  -1.142
C: 0.104 0.034 0.317  0.721
C: 0.564 -1.092 -0.328  -0.498
O: -0.150 -1.320 -1.472  -0.260
C: -0.907 -0.231 -1.535  0.385
Br: -2.147 -0.037 -2.978  -0.139
N: -0.907 0.545 -0.479  -0.468
H: -0.256 1.402 1.802  0.368
H: 0.757 0.189 2.172  0.372
H: 1.343 1.609 1.181  0.252
H: 1.031 -1.961 -0.105  0.409

Atomic forces in eV per Å
C -0.16 0.79 -0.89
C 0.14 -0.61 -2.46
C -1.37 1.43 0.79
O -0.19 1.40 -0.35
C -2.33 0.86 0.53
Br 0.85 -0.24 0.73
N 0.35 -0.41 -2.18
H -1.04 0.79 0.16
H 1.61 -1.31 2.39
H -0.02 -0.75 0.09
H 2.17 -1.95 1.20



Entry 9:
C4H4BrNO2 | ωB97M-V/def2-TZVPD

## Properties
- charge = 0
- relative energy (zero: lowest compared OMol25 entry of this formula, charge and spin) (kcal/mol) = 31.6
- 2S+1 = 1
- gap between HOMO and LUMO (Eh) = 0.330
- lowest unoccupied orbital energy (Ha) = -0.01653
- strongest force on any atom (eV Å⁻¹) = 2.9

Each line ends with the Mulliken charge.
Element x y z (Å)
C: -1.293 -1.780 -0.494  -0.067
C: -0.379 0.583 0.065  0.705
C: -1.494 -0.330 -0.252  0.103
C: 1.931 0.780 0.273  -0.630
N: -1.315 -1.984 0.722  -0.362
O: -0.532 1.770 0.185  -0.555
O: 0.794 -0.055 0.084  -0.301
Br: -3.200 0.411 -0.134  -0.060
H: -1.177 -2.344 -1.406  0.340
H: 1.900 1.254 1.255  0.295
H: 1.956 1.553 -0.496  0.301
H: 2.808 0.141 0.199  0.232

Atomic forces in eV per Å
C -0.02 0.38 -0.48
C -0.02 0.21 -0.27
C 0.02 -2.26 1.83
C 0.28 0.34 0.07
N -0.16 2.19 -0.99
O 0.27 -0.05 0.14
O -0.08 -0.24 0.00
Br -0.14 -0.11 -0.17
H -0.03 -0.38 -0.12
H -0.03 -0.01 -0.06
H 0.04 -0.02 0.07
H -0.12 -0.04 -0.02



Entry 10:
C4H4BrO3 | ωB97M-V/def2-TZVPD

## Properties
- charge = -1
- relative energy (zero: lowest compared OMol25 entry of this formula, charge and spin) (kcal/mol) = 0.0
- 2S+1 = 1
- gap between HOMO and LUMO (Eh) = 0.232
- lowest unoccupied orbital energy (Ha) = 0.12882
- strongest force on any atom (eV Å⁻¹) = 2.9

Each line ends with the Mulliken charge.
Element x y z (Å)
C: 0.032 -0.666 0.202  -0.214
C: -3.582 -0.445 -0.039  0.771
C: 1.906 1.119 -0.105  -1.017
C: 1.318 -0.217 -0.151  0.224
O: -3.723 -0.450 1.086  -0.363
O: -1.089 -0.021 0.327  -0.753
O: -3.621 -0.450 -1.188  -0.416
Br: 2.719 -1.620 -0.137  -0.373
H: -0.142 -1.733 0.240  0.329
H: 2.223 1.492 -1.085  0.232
H: 1.185 1.868 0.279  0.289
H: 2.775 1.125 0.571  0.291

Atomic forces in eV per Å
C -0.71 1.22 -0.93
C 0.23 0.10 -1.20
C 0.02 1.19 0.29
C -1.66 -1.63 0.87
O -0.36 -0.05 2.93
O 1.79 0.11 -0.05
O 0.18 -0.03 -1.62
Br -0.40 0.23 -0.08
H 0.68 -0.82 0.12
H 0.21 -0.02 -0.03
H 0.11 -0.50 -0.11
H -0.09 0.21 -0.18